DFT (wB97M-V/def2-TZVPD) results for a 13-piece molecular cluster, C39H104O13 overall at a distorted geometry.

E ... -2526.34235 Eh
Gap between HOMO and LUMO ... 9.5372 eV

CARTESIAN COORDINATES (ANGSTROEM)
C -2.82 4.31 -0.94
C -2.10 3.08 -1.43
C -0.65 3.38 -1.78
O -2.14 1.93 -0.55
H -2.65 4.44 0.13
H -3.90 4.35 -1.05
H -2.47 5.30 -1.26
H -2.50 2.74 -2.39
H -0.12 3.77 -0.91
H -0.71 4.07 -2.61
H -0.10 2.52 -2.17
H -3.00 1.88 -0.14
C 2.54 3.02 2.04
C 2.78 4.09 3.11
C 3.15 5.42 2.55
O 1.59 4.09 3.93
H 2.28 2.09 2.55
H 3.45 2.80 1.47
H 1.76 3.24 1.31
H 3.65 3.90 3.74
H 4.13 5.32 2.08
H 3.18 6.16 3.35
H 2.42 5.82 1.84
H 1.37 3.18 4.12
C -1.78 -3.71 -1.62
C -2.34 -4.94 -2.43
C -3.33 -4.55 -3.59
O -1.20 -5.46 -3.05
H -1.33 -3.02 -2.33
H -1.07 -4.04 -0.86
H -2.61 -3.24 -1.10
H -2.84 -5.76 -1.92
H -3.45 -5.30 -4.37
H -2.92 -3.77 -4.23
H -4.29 -4.18 -3.23
H -0.76 -4.73 -3.49
C -1.44 2.57 2.66
C -2.30 2.63 3.91
C -2.16 4.01 4.57
O -3.60 2.54 3.58
H -1.80 3.26 1.89
H -1.46 1.56 2.26
H -0.37 2.77 2.75
H -2.08 1.83 4.62
H -2.47 4.79 3.87
H -1.12 4.14 4.89
H -2.82 4.04 5.43
H -4.15 2.60 4.36
C -6.22 0.81 -3.11
C -4.73 0.54 -3.46
C -4.17 -0.71 -2.82
O -4.63 0.35 -4.83
H -6.90 0.01 -3.40
H -6.54 1.69 -3.66
H -6.41 1.02 -2.05
H -4.09 1.37 -3.15
H -4.91 -1.51 -2.93
H -3.94 -0.56 -1.77
H -3.26 -1.06 -3.31
H -4.24 1.15 -5.20
C 4.58 -5.18 1.38
C 4.61 -3.66 1.27
C 3.20 -3.14 0.82
O 4.97 -3.11 2.50
H 3.72 -5.41 2.01
H 5.52 -5.65 1.64
H 4.45 -5.65 0.41
H 5.35 -3.25 0.59
H 2.92 -3.45 -0.19
H 3.17 -2.05 0.80
H 2.37 -3.43 1.45
H 4.80 -2.17 2.44
C -4.01 -0.36 1.56
C -5.08 0.64 1.06
C -6.30 0.77 2.00
O -4.53 1.89 0.97
H -3.26 -0.41 0.77
H -4.35 -1.39 1.61
H -3.58 -0.08 2.53
H -5.42 0.26 0.10
H -6.81 -0.19 2.03
H -7.06 1.48 1.71
H -6.14 0.95 3.06
H -4.25 2.12 1.86
C 2.96 -0.91 3.84
C 4.21 -0.17 3.57
C 5.36 -0.44 4.55
O 4.72 -0.41 2.27
H 3.06 -1.99 3.89
H 2.28 -0.70 3.01
H 2.46 -0.54 4.73
H 4.06 0.91 3.67
H 5.80 -1.44 4.50
H 5.07 -0.31 5.59
H 6.19 0.23 4.35
H 5.31 0.33 2.13
C 2.00 -3.98 -2.98
C 1.72 -4.18 -4.47
C 1.63 -5.66 -4.76
O 0.50 -3.57 -4.83
H 1.19 -4.40 -2.38
H 2.19 -2.99 -2.57
H 2.85 -4.61 -2.72
H 2.44 -3.72 -5.15
H 1.45 -5.89 -5.81
H 0.90 -6.10 -4.08
H 2.54 -6.19 -4.48
H 0.50 -2.63 -4.63
C 3.30 3.24 -1.80
C 3.92 4.56 -2.37
C 3.91 5.64 -1.23
O 5.27 4.45 -2.81
H 3.75 3.05 -0.83
H 3.54 2.34 -2.38
H 2.23 3.38 -1.64
H 3.32 4.84 -3.23
H 4.44 6.51 -1.60
H 4.57 5.35 -0.41
H 2.90 5.85 -0.86
H 5.27 4.74 -3.72
C 1.72 -0.12 -5.70
C 0.62 0.11 -4.61
C -0.72 0.47 -5.26
O 0.47 -1.04 -3.89
H 1.88 -1.17 -5.93
H 2.69 0.31 -5.44
H 1.52 0.41 -6.64
H 1.00 0.91 -3.98
H -1.45 0.66 -4.47
H -1.12 -0.40 -5.79
H -0.69 1.30 -5.96
H 0.03 -0.79 -3.07
C 1.29 0.50 -0.23
C 0.37 -0.72 -0.40
C -0.29 -1.19 0.89
O -0.64 -0.42 -1.35
H 1.88 0.36 0.67
H 0.68 1.39 -0.09
H 1.81 0.70 -1.17
H 1.01 -1.55 -0.72
H -0.85 -2.08 0.62
H -0.95 -0.47 1.37
H 0.50 -1.52 1.56
H -1.24 0.25 -1.00
C -1.83 -1.34 4.63
C -1.08 -2.31 5.58
C -0.39 -3.45 4.88
O -0.10 -1.54 6.23
H -2.59 -1.98 4.18
H -1.27 -0.93 3.79
H -2.14 -0.44 5.16
H -1.70 -2.68 6.40
H -0.13 -4.22 5.61
H 0.58 -3.27 4.42
H -1.11 -3.82 4.15
H 0.17 -2.11 6.95

---

DFT (wB97M-V/def2-TZVPD) results for a 13-piece molecular cluster, C39H112N8O13 overall at a distorted geometry.

E ... -2968.77314 Eh
Gap between HOMO and LUMO ... 8.9399 eV

CARTESIAN COORDINATES (ANGSTROEM)
C 20.78 -5.07 4.84
C 20.35 -5.64 3.52
O 19.80 -7.02 3.60
H 19.91 -4.80 5.44
H 21.44 -4.20 4.77
H 21.42 -5.86 5.22
H 21.12 -5.70 2.75
H 19.55 -5.02 3.12
H 19.81 -7.48 2.76
C 21.10 -8.24 10.32
C 22.25 -7.23 9.99
O 22.92 -6.97 11.17
H 21.57 -9.16 10.67
H 20.51 -8.32 9.40
H 20.42 -7.86 11.08
H 21.93 -6.23 9.69
H 23.08 -7.64 9.42
H 23.86 -6.94 11.00
C 14.86 -10.39 4.09
C 15.79 -11.57 3.72
C 16.29 -11.76 2.20
O 15.28 -11.85 1.24
C 15.74 -11.69 -0.14
N 16.90 -11.34 4.62
H 13.93 -10.53 3.54
H 15.35 -9.48 3.74
H 14.65 -10.30 5.15
H 15.25 -12.48 3.96
H 16.96 -12.62 2.16
H 16.95 -10.96 1.89
H 16.32 -10.78 -0.26
H 14.95 -11.64 -0.90
H 16.43 -12.50 -0.37
H 16.50 -11.40 5.55
H 17.41 -10.48 4.47
C 15.46 -10.17 10.94
C 15.29 -10.78 12.32
C 16.07 -12.09 12.52
O 15.52 -13.08 11.62
C 15.35 -14.45 12.17
N 15.69 -9.78 13.27
H 14.76 -9.34 10.82
H 15.28 -10.83 10.08
H 16.47 -9.83 10.69
H 14.23 -10.97 12.52
H 15.87 -12.51 13.51
H 17.16 -12.02 12.51
H 15.12 -15.17 11.39
H 14.57 -14.35 12.93
H 16.32 -14.74 12.56
H 16.67 -9.89 13.50
H 15.71 -8.92 12.73
C 5.06 -4.67 1.81
C 6.08 -5.25 2.83
C 6.99 -6.38 2.45
O 7.66 -6.93 3.61
C 8.27 -8.27 3.46
N 6.92 -4.03 3.32
H 4.34 -4.02 2.32
H 4.58 -5.58 1.47
H 5.58 -4.17 0.99
H 5.53 -5.56 3.72
H 7.69 -6.12 1.65
H 6.41 -7.14 1.93
H 9.07 -8.25 2.73
H 7.58 -9.09 3.22
H 8.68 -8.53 4.43
H 7.30 -3.54 2.52
H 7.73 -4.54 3.64
C 10.00 -4.41 9.11
C 9.93 -4.87 7.65
C 11.35 -5.14 7.13
O 12.29 -4.00 7.33
C 13.67 -4.23 7.44
N 9.12 -6.11 7.75
H 10.41 -5.24 9.68
H 9.11 -4.00 9.59
H 10.74 -3.61 9.13
H 9.40 -4.15 7.04
H 11.34 -5.50 6.11
H 11.83 -6.03 7.54
H 13.97 -4.49 6.42
H 13.99 -5.07 8.05
H 14.25 -3.35 7.71
H 8.27 -5.87 8.24
H 8.88 -6.26 6.78
C 20.75 -20.77 6.30
C 21.33 -19.54 6.80
C 20.31 -18.73 7.64
O 19.38 -18.01 6.83
C 18.20 -17.65 7.51
N 22.37 -19.90 7.68
H 20.08 -21.20 7.04
H 21.40 -21.53 5.86
H 20.16 -20.45 5.44
H 21.70 -18.92 5.98
H 20.91 -18.04 8.24
H 19.74 -19.46 8.23
H 17.47 -18.42 7.74
H 17.50 -16.88 7.16
H 18.47 -17.25 8.48
H 22.11 -20.65 8.31
H 23.00 -20.44 7.10
C 9.41 -13.91 -0.48
C 8.02 -13.44 -0.42
C 7.13 -13.75 -1.66
O 7.81 -13.41 -2.83
C 6.89 -13.45 -3.93
N 7.40 -13.97 0.71
H 9.37 -14.97 -0.73
H 9.77 -13.90 0.55
H 10.08 -13.36 -1.14
H 7.95 -12.36 -0.26
H 6.28 -13.11 -1.45
H 6.88 -14.80 -1.78
H 6.33 -14.38 -4.03
H 7.45 -13.26 -4.85
H 6.12 -12.68 -3.91
H 8.06 -13.75 1.45
H 7.29 -14.96 0.61
C 24.69 -18.71 0.47
C 23.35 -18.62 -0.34
C 22.10 -18.57 0.58
O 20.93 -18.61 -0.19
C 19.71 -18.48 0.59
N 23.44 -17.45 -1.22
H 25.03 -19.74 0.60
H 24.60 -18.15 1.41
H 25.46 -18.17 -0.09
H 23.30 -19.47 -1.02
H 22.23 -17.71 1.23
H 22.10 -19.36 1.34
H 19.56 -17.43 0.83
H 19.76 -19.16 1.44
H 18.86 -18.86 0.01
H 22.81 -17.65 -1.98
H 24.37 -17.37 -1.60
C 19.06 -4.64 -8.47
C 18.43 -3.56 -7.56
C 18.16 -4.06 -6.13
O 16.98 -4.81 -6.07
C 16.76 -5.48 -4.79
N 19.49 -2.53 -7.38
H 20.04 -4.95 -8.12
H 19.17 -4.37 -9.52
H 18.38 -5.49 -8.61
H 17.54 -3.11 -8.00
H 17.83 -3.22 -5.52
H 18.96 -4.47 -5.52
H 16.52 -4.66 -4.12
H 17.57 -6.15 -4.50
H 15.82 -6.02 -4.91
H 19.63 -2.18 -8.32
H 19.12 -1.70 -6.96
C 18.76 -16.59 -4.98
O 19.59 -17.59 -4.61
H 17.75 -16.76 -4.62
H 19.10 -15.59 -4.72
H 18.77 -16.68 -6.07
H 19.46 -17.65 -3.66
C 22.58 -13.04 0.61
O 23.84 -13.48 0.18
H 22.43 -13.09 1.69
H 22.34 -12.05 0.23
H 21.84 -13.81 0.41
H 23.75 -14.30 -0.32
C 18.33 -10.60 -5.61
O 19.38 -10.70 -6.54
H 18.69 -10.34 -4.61
H 17.54 -9.91 -5.93
H 17.84 -11.57 -5.63
H 20.05 -10.06 -6.30

---

Result set for HOMO level: -9.24 -8.81 eV, one per record in the order listed.